[1]
{
  "formula": "C12H12",
  "method": "the ωB97M-V functional and the def2-TZVPD basis",
  "smiles": "c1ccccc1.c1ccccc1",
  "lumo_ev": 0.93,
  "e_above_lowest_ev": 3.503,
  "e_homo_ev": -8.34,
  "elements": ["C", "C", "C", "C", "C", "C", "H", "H", "H", "H", "H", "H", "C", "C", "C", "C", "C", "C", "H", "H", "H", "H", "H", "H"],
  "coordinates": [[2.17743, 0.01358, -0.67003], [1.49735, 1.16760, -1.08695], [0.41071, 1.06053, -1.94199], [-0.00125, -0.20057, -2.38826], [0.61782, -1.31794, -1.91786], [1.69680, -1.22030, -1.04483], [3.00824, 0.05179, 0.00613], [1.86084, 2.15768, -0.75924], [-0.07464, 1.98608, -2.23692], [-0.81603, -0.25856, -3.13242], [0.29356, -2.33136, -2.24189], [2.13615, -2.14615, -0.62153], [-1.91907, 0.09346, 2.62369], [-2.17783, 0.91369, 1.61586], [-1.33665, 0.95513, 0.48227], [-0.19852, 0.18496, 0.39403], [0.03550, -0.84817, 1.41454], [-0.74436, -0.78446, 2.55257], [-2.65557, 0.11389, 3.44975], [-3.03586, 1.62171, 1.65853], [-1.45409, 1.70807, -0.29611], [0.26002, 0.15708, -0.56061], [0.79785, -1.63006, 1.23758], [-0.66804, -1.53513, 3.29854]],
  "mulliken_charge": [-0.26, -0.50, -0.52, -0.48, -0.14, -0.46, 0.37, 0.34, 0.64, 0.38, 0.36, 0.48, -0.22, -0.58, -0.13, 2.42, -0.31, -0.72, 0.30, 0.29, 0.25, -2.11, 0.26, 0.36]
}

=====

[2]
{
  "formula": "C6H11NS",
  "method": "the ωB97M-V functional and the def2-TZVPD basis",
  "smiles": "C[C@H]1[C@H]2C[C@H]2CN1S",
  "lumo_ev": 0.93,
  "e_above_lowest_ev": 0.869,
  "e_homo_ev": -8.78,
  "elements": ["C", "C", "C", "C", "C", "C", "N", "S", "H", "H", "H", "H", "H", "H", "H", "H", "H", "H", "H"],
  "coordinates": [[-1.89253, -0.15618, 0.82115], [-0.82162, 0.45573, -0.07293], [0.35414, 1.04576, 0.67806], [1.30731, 0.06439, 1.29276], [1.60244, 0.64932, -0.05485], [1.16680, -0.18696, -1.23435], [-0.19480, -0.58210, -0.89380], [-1.12848, -1.22738, -2.15703], [-1.45778, -0.92123, 1.45872], [-2.67331, -0.60692, 0.21323], [-2.33617, 0.61473, 1.44532], [-1.28006, 1.24246, -0.69597], [0.22391, 2.02252, 1.11821], [1.01685, -0.97340, 1.33985], [1.90096, 0.39896, 2.12969], [2.43730, 1.31894, -0.19303], [1.21645, 0.40821, -2.15774], [1.76745, -1.09132, -1.37353], [-1.20887, -2.47552, -1.66375]],
  "mulliken_charge": [-1.37, 0.06, -0.20, -0.79, -0.14, -0.79, -0.11, -0.25, 0.32, 0.37, 0.39, 0.33, 0.42, 0.20, 0.30, 0.40, 0.38, 0.35, 0.13]
}

=====

[3]
{
  "formula": "C25H24Cl2N6RuS2",
  "method": "the ωB97M-V functional and the def2-TZVPD basis",
  "multiplicity": 6,
  "charge": 1,
  "lumo_ev": [-2.86, -4.41],
  "e_above_lowest_ev": 0.000,
  "e_homo_ev": [-10.01, -10.30],
  "elements": ["Ru", "C", "C", "N", "C", "S", "N", "N", "C", "C", "C", "C", "C", "C", "C", "N", "H", "H", "H", "H", "H", "H", "H", "H", "H", "H", "H", "H", "H", "Cl", "C", "C", "C", "C", "C", "Cl", "C", "S", "H", "H", "H", "C", "C", "N", "H", "H", "H", "N", "C", "C", "C", "C", "C", "C", "C", "H", "H", "H", "H", "H"],
  "coordinates": [[12.46769, 15.19085, 10.92917], [7.22316, 13.14249, 14.25345], [8.00493, 14.44716, 14.21830], [9.48548, 14.32866, 14.23677], [10.23322, 14.30018, 13.11438], [11.97941, 14.56384, 13.33240], [9.57813, 14.12684, 11.99052], [10.35144, 14.33319, 10.88136], [9.85654, 14.02734, 9.74656], [8.50817, 13.40457, 9.66286], [10.65154, 14.29958, 8.51426], [10.20041, 14.00134, 7.24517], [10.99685, 14.37750, 6.15284], [12.19993, 15.03639, 6.32789], [12.56649, 15.27411, 7.65389], [11.81690, 14.94089, 8.70317], [6.13102, 13.31152, 14.18482], [7.39994, 12.56787, 15.14960], [7.51408, 12.55870, 13.36239], [7.79642, 15.00776, 15.11724], [7.72526, 15.04883, 13.36220], [9.96258, 14.42310, 15.11177], [8.35574, 12.69819, 10.48246], [8.36501, 12.92193, 8.71881], [7.69652, 14.14480, 9.81859], [9.25181, 13.52361, 7.10014], [10.61891, 14.11865, 5.16440], [12.83038, 15.38184, 5.52769], [13.50224, 15.77950, 7.92545], [15.39341, 15.10646, 9.97518], [16.25776, 15.99123, 11.19147], [17.61300, 15.93189, 11.21349], [18.30881, 16.63558, 12.19806], [17.62973, 17.39175, 13.12887], [16.24569, 17.47212, 13.01776], [15.33870, 18.46618, 14.11945], [15.49956, 16.77574, 12.05466], [13.77852, 16.91151, 12.08683], [18.12722, 15.35999, 10.48825], [19.37684, 16.57350, 12.23312], [18.15126, 17.94884, 13.89870], [11.67729, 19.90152, 10.35242], [11.32833, 18.47994, 10.23127], [11.10406, 17.36308, 10.23603], [12.00717, 20.33740, 9.41685], [12.50517, 19.95233, 11.08319], [10.81183, 20.42360, 10.75862], [13.05626, 12.95576, 10.48626], [12.81901, 11.83987, 10.37940], [12.42363, 10.44705, 10.39801], [12.38452, 9.70526, 9.21614], [11.96337, 8.38074, 9.27770], [11.62545, 7.81417, 10.50492], [11.64107, 8.58137, 11.66612], [12.06025, 9.90635, 11.62358], [12.65120, 10.17435, 8.27432], [11.86614, 7.79252, 8.36732], [11.32146, 6.80019, 10.56667], [11.33462, 8.13732, 12.60526], [12.11585, 10.50146, 12.51805]],
  "mulliken_charge": [0.36, -1.00, -0.41, -0.18, 0.29, -0.29, -1.09, 1.45, 0.76, -1.49, 0.18, -1.00, -0.45, -0.99, -0.34, 0.50, 0.31, 0.30, 0.24, 0.41, 0.27, 0.23, 0.31, 0.49, 0.26, 0.40, 0.43, 0.46, 0.41, -0.18, 1.15, -0.89, -0.23, -0.89, 0.39, -0.21, -0.37, -0.10, 0.47, 0.39, 0.42, -0.90, 0.38, -0.26, 0.31, 0.26, 0.31, 0.01, -0.11, 0.54, -0.47, -0.56, -0.41, -0.59, -0.45, 0.47, 0.39, 0.44, 0.40, 0.50]
}

=====

[4]
{
  "formula": "C41H81ClO12",
  "method": "the ωB97M-V functional and the def2-TZVPD basis",
  "smiles": "CO[C@@H](COCCC(=O)O)C[C@H](C)Cl.C1CCOC1.C1CCOC1.C1CCOC1.C1CCOC1.C1CCOC1.C1CCOC1.C1CCOC1.C1CCOC1",
  "lumo_ev": 0.45,
  "e_homo_ev": -9.02,
  "elements": ["C", "O", "C", "C", "O", "C", "C", "C", "O", "O", "C", "C", "C", "Cl", "H", "H", "H", "H", "H", "H", "H", "H", "H", "H", "H", "H", "H", "H", "H", "H", "H", "C", "C", "C", "O", "C", "H", "H", "H", "H", "H", "H", "H", "H", "C", "C", "C", "O", "C", "H", "H", "H", "H", "H", "H", "H", "H", "C", "C", "C", "O", "C", "H", "H", "H", "H", "H", "H", "H", "H", "C", "C", "C", "O", "C", "H", "H", "H", "H", "H", "H", "H", "H", "C", "C", "C", "O", "C", "H", "H", "H", "H", "H", "H", "H", "H", "C", "C", "C", "O", "C", "H", "H", "H", "H", "H", "H", "H", "H", "C", "C", "C", "O", "C", "H", "H", "H", "H", "H", "H", "H", "H", "C", "C", "C", "O", "C", "H", "H", "H", "H", "H", "H", "H", "H"],
  "coordinates": [[1.02236, -0.86883, 4.20777], [2.20471, -0.63607, 3.34480], [2.17878, -1.57615, 2.19426], [1.58976, -0.73626, 0.91532], [0.09839, -0.88732, 0.97632], [-0.35249, -1.71858, -0.18561], [0.21931, -3.25692, -0.07832], [-0.75343, -4.29813, -0.95269], [-1.67569, -3.85882, -1.84715], [-0.55088, -5.75689, -0.67048], [3.61319, -2.32544, 1.93611], [4.68864, -1.48166, 1.03159], [5.85000, -2.58908, 0.55879], [5.61401, -0.29040, 2.16839], [1.26695, -1.84234, 4.85143], [0.81161, 0.06985, 4.91151], [0.02785, -1.06677, 3.59422], [1.39119, -2.42492, 2.47465], [1.79263, 0.41153, 1.14659], [2.00305, -1.06203, -0.13010], [0.03443, -1.13394, -1.14793], [-1.53787, -1.64762, -0.17821], [0.20155, -3.60827, 1.05830], [1.29766, -3.40017, -0.52373], [-0.04383, -5.78207, 0.21269], [4.11265, -2.46485, 3.01142], [3.40060, -3.34991, 1.39999], [4.24329, -0.95661, 0.08538], [5.64413, -3.65529, 1.04890], [5.90972, -2.72042, -0.60266], [6.91025, -2.22262, 0.92355], [3.49288, -7.58037, 2.38632], [3.94285, -7.42291, 0.95682], [2.78683, -6.66401, 0.34255], [2.22112, -5.85429, 1.38247], [2.77422, -6.27289, 2.63789], [4.31183, -7.75847, 3.08782], [2.78686, -8.41580, 2.46330], [4.85259, -6.81211, 0.91963], [4.14669, -8.37105, 0.45284], [2.00674, -7.34629, -0.01144], [3.09858, -6.02792, -0.49091], [3.47028, -5.49571, 2.97185], [1.97597, -6.36836, 3.37909], [-3.67342, 0.67640, 0.53140], [-4.35243, 1.94743, 0.09077], [-3.86248, 2.94183, 1.12070], [-2.55609, 2.51093, 1.52666], [-2.33642, 1.18586, 1.02349], [-3.57958, -0.06956, -0.26184], [-4.23063, 0.22657, 1.36176], [-3.99362, 2.23348, -0.90498], [-5.44224, 1.87381, 0.05344], [-4.50438, 2.94396, 2.00800], [-3.80817, 3.96086, 0.72687], [-1.61268, 1.25556, 0.20412], [-1.91197, 0.55779, 1.81156], [-0.71347, 5.07702, 3.61613], [-0.48410, 6.46200, 4.16383], [-0.18869, 7.25408, 2.90885], [-0.91833, 6.63154, 1.84244], [-1.41113, 5.36652, 2.30513], [-1.29935, 4.43414, 4.27789], [0.24979, 4.58845, 3.42703], [-1.40373, 6.83266, 4.63175], [0.32056, 6.51562, 4.90151], [0.87563, 7.21290, 2.65411], [-0.48645, 8.30304, 2.99537], [-2.49364, 5.46056, 2.44434], [-1.22179, 4.59849, 1.55017], [3.82553, -8.83121, -3.76367], [4.62447, -8.07666, -4.79474], [5.13673, -6.89696, -3.99752], [5.28720, -7.34390, -2.64300], [4.64657, -8.62032, -2.51040], [3.68107, -9.88710, -4.00596], [2.83880, -8.36756, -3.64653], [5.46610, -8.69169, -5.13454], [4.04263, -7.77923, -5.67082], [4.41559, -6.07276, -3.99930], [6.09470, -6.52323, -4.37045], [5.43084, -9.37951, -2.41774], [4.03777, -8.63482, -1.60220], [-2.52532, -6.58154, 3.35957], [-3.20433, -5.31051, 2.91894], [-2.71438, -4.31611, 3.94887], [-1.40799, -4.74701, 4.35483], [-1.18832, -6.07208, 3.85167], [-2.43148, -7.32750, 2.56634], [-3.08254, -7.03137, 4.18993], [-2.84552, -5.02446, 1.92320], [-4.29414, -5.38413, 2.88162], [-3.35628, -4.31398, 4.83618], [-2.66007, -3.29708, 3.55504], [-0.46458, -6.00238, 3.03230], [-0.76387, -6.70015, 4.63974], [0.25650, 4.47678, -1.19319], [0.21857, 3.71419, -2.49232], [1.56725, 3.02814, -2.49648], [1.91823, 2.79195, -1.12602], [1.01336, 3.52716, -0.29060], [-0.73239, 4.73546, -0.80633], [0.82762, 5.40370, -1.32346], [-0.58146, 2.96523, -2.45938], [0.05894, 4.34673, -3.36920], [2.33892, 3.67104, -2.93303], [1.55357, 2.07996, -3.04168], [0.33732, 2.80746, 0.18378], [1.57341, 4.04757, 0.49119], [-5.32429, 7.19541, -1.91904], [-6.35407, 7.31711, -0.82566], [-6.58967, 5.87042, -0.44987], [-5.35976, 5.17259, -0.68964], [-4.48702, 6.03090, -1.43721], [-4.73927, 8.10529, -2.07508], [-5.81564, 6.93660, -2.86451], [-5.92785, 7.85977, 0.02636], [-7.26703, 7.83131, -1.13650], [-7.36030, 5.41607, -1.08159], [-6.88224, 5.75164, 0.59739], [-3.69127, 6.36666, -0.76336], [-4.03437, 5.47043, -2.25982], [-0.84596, 8.13069, -6.28588], [-0.06002, 8.11160, -5.00032], [-1.13527, 7.82177, -3.97588], [-2.13292, 7.02797, -4.63294], [-1.87532, 7.04854, -6.04377], [-0.23777, 7.94909, -7.17560], [-1.34372, 9.10076, -6.40221], [0.66636, 7.29064, -5.02199], [0.47988, 9.04074, -4.80097], [-1.61532, 8.74397, -3.63169], [-0.75049, 7.28277, -3.10532], [-1.48907, 6.06335, -6.32706], [-2.80777, 7.22702, -6.58634]],
  "mulliken_charge": [-0.39, -0.43, 0.86, -0.70, -0.27, -0.45, 0.25, 0.55, -0.58, -0.50, -0.62, 0.33, -0.83, -0.23, 0.22, 0.24, 0.10, 0.01, 0.16, 0.35, 0.29, 0.09, -0.06, 0.18, 0.34, 0.33, -0.29, 0.27, 0.14, 0.24, 0.33, -0.77, -0.44, -0.60, -0.04, -0.32, 0.38, 0.28, 0.21, 0.36, 0.34, 0.29, 0.18, 0.20, -0.45, -0.59, -0.04, -0.33, 0.10, 0.32, 0.29, 0.18, 0.44, 0.25, -0.16, 0.01, -0.03, -0.60, -0.53, -0.55, -0.40, 0.78, 0.33, 0.29, 0.26, 0.36, 0.30, 0.27, 0.06, -0.56, -0.63, -0.54, -0.42, -0.37, 0.00, 0.37, 0.26, 0.26, 0.34, 0.27, 0.26, 0.27, -0.10, -0.57, -0.37, -0.34, -0.45, 0.36, 0.34, 0.29, 0.07, 0.37, 0.32, 0.16, -0.48, 0.32, 0.07, -0.41, -0.51, -0.45, 0.06, 0.04, 0.20, 0.21, 0.20, 0.25, 0.30, -0.31, 0.34, -0.44, -0.61, -0.45, -0.37, -0.16, 0.28, 0.27, 0.26, 0.36, 0.28, 0.27, 0.07, 0.23, -0.52, -0.55, -0.20, -0.32, -0.50, 0.33, 0.28, 0.23, 0.35, 0.27, 0.10, 0.28, 0.25]
}

=====

[5]
{
  "formula": "C6H12N2",
  "method": "the ωB97M-V functional and the def2-TZVPD basis",
  "smiles": "C/C=C/N.C=CN=C",
  "lumo_ev": 0.74,
  "e_above_lowest_ev": 2.682,
  "e_homo_ev": -7.93,
  "elements": ["C", "C", "C", "N", "H", "H", "H", "H", "H", "H", "H", "C", "C", "N", "C", "H", "H", "H", "H", "H"],
  "coordinates": [[0.09327, -1.53602, 1.47959], [-1.28914, -1.02959, 1.04229], [-2.20518, -1.66139, 0.25881], [-3.35211, -1.03839, -0.26618], [0.24386, -2.58715, 1.11453], [0.94940, -0.95141, 1.08870], [0.20092, -1.55963, 2.57090], [-1.54841, -0.00665, 1.38355], [-2.08638, -2.73041, 0.02424], [-3.74872, -1.59920, -1.03630], [-3.13661, -0.10109, -0.54138], [2.52544, 0.34946, -1.59274], [2.54129, 1.17867, -0.51307], [1.47725, 1.71835, 0.21738], [0.57458, 2.35382, -0.44089], [1.59367, -0.16270, -1.72468], [3.36667, 0.22852, -2.29180], [3.50592, 1.48964, -0.16106], [-0.32436, 2.75272, 0.04559], [0.66652, 2.53793, -1.53462]],
  "mulliken_charge": [-0.91, -0.22, -0.06, -0.56, 0.28, 0.12, 0.30, 0.28, 0.28, 0.25, 0.23, -0.64, -0.08, -0.40, -0.33, 0.27, 0.24, 0.35, 0.28, 0.30]
}